{"formula": "C5H7NO", "method": "ωB97M-V/def2-TZVPD", "elements": ["C", "C", "N", "C", "C", "C", "O", "H", "H", "H", "H", "H", "H", "H"], "positions_angstrom": [[-1.8692, -0.1864, 0.0764], [-0.3859, -0.2764, -0.0107], [0.3945, -1.2795, 0.9125], [0.7376, 0.1071, 0.9097], [1.7171, 0.5222, -0.1805], [0.5005, 0.3091, -1.1007], [0.1837, 0.8162, -2.1446], [-2.3748, -0.6331, -0.7847], [-2.1486, 0.8623, 0.1201], [-2.2040, -0.6991, 0.9747], [0.3860, -1.6642, -0.0394], [0.4414, 0.7182, 1.7540], [2.5596, -0.1581, -0.3195], [2.0621, 1.5615, -0.1674]], "e_homo_ev": -9.4, "total_energy_ha": -324.594324, "relative_energy_kj_mol": 341.69}

***

{"formula": "C33H32BrNSb2Tc", "method": "ωB97M-V/def2-TZVPD", "elements": ["Tc", "C", "C", "C", "C", "C", "Br", "N", "C", "H", "H", "H", "H", "H", "H", "C", "C", "C", "Sb", "C", "C", "C", "C", "C", "C", "C", "C", "C", "C", "C", "C", "Sb", "C", "C", "C", "C", "C", "C", "C", "C", "C", "C", "C", "C", "H", "H", "H", "H", "H", "H", "H", "H", "H", "H", "H", "H", "H", "H", "H", "H", "H", "H", "H", "H", "H", "H", "H", "H", "H", "H"], "positions_angstrom": [[1.1963, -1.2716, 0.5610], [-0.3402, -1.6071, 5.9735], [0.7266, -1.5357, 4.9229], [2.0763, -1.7249, 5.2293], [3.0543, -1.6925, 4.2390], [2.6081, -1.4583, 2.9667], [3.6929, -1.4090, 1.3904], [1.3338, -1.2661, 2.6203], [0.4018, -1.3070, 3.5914], [0.0690, -1.3922, 6.9581], [-0.7694, -2.6103, 6.0044], [-1.1430, -0.8989, 5.7737], [2.3710, -1.9084, 6.2557], [4.1015, -1.8512, 4.4561], [-0.6241, -1.1561, 3.2797], [-0.4851, 2.0574, -1.1401], [-1.7386, 1.9788, -0.2578], [-1.8342, 0.8003, 0.7076], [-1.4508, -1.1848, -0.0317], [-1.9425, -1.0738, -2.1247], [-1.1063, -1.3711, -3.1627], [-1.6106, -1.3981, -4.4910], [-2.9747, -1.1436, -4.7800], [-3.8289, -0.8583, -3.7494], [-3.3266, -0.8319, -2.4327], [-3.1223, -2.3568, 0.4063], [-3.8770, -2.1456, 1.5562], [-5.0111, -2.9151, 1.7791], [-5.3870, -3.8898, 0.8599], [-4.6297, -4.1079, -0.2827], [-3.4890, -3.3499, -0.5124], [1.3705, 1.1830, -0.4986], [2.4237, 1.0636, -2.2965], [3.3194, 0.0060, -2.4809], [4.0443, -0.0941, -3.6596], [3.8763, 0.8625, -4.6527], [2.9848, 1.9150, -4.4734], [2.2553, 2.0195, -3.2990], [2.4117, 2.7895, 0.4860], [3.7517, 3.0845, 0.0480], [4.4211, 4.1778, 0.5197], [3.7868, 4.9987, 1.4665], [2.4575, 4.7051, 1.9260], [1.7953, 3.6042, 1.4476], [-0.2675, 3.0936, -1.4016], [-0.6171, 1.5271, -2.0868], [-2.6115, 2.0047, -0.9137], [-1.8074, 2.8879, 0.3430], [-2.8029, 0.7742, 1.2097], [-1.0825, 0.9231, 1.4961], [-0.0576, -1.6102, -3.0238], [-0.9349, -1.6210, -5.3086], [-3.3131, -1.1871, -5.8071], [-4.8804, -0.6694, -3.9221], [-4.0164, -0.6327, -1.6187], [-3.6078, -1.3848, 2.2804], [-5.6058, -2.7561, 2.6686], [-6.2707, -4.4871, 1.0420], [-4.9192, -4.8768, -0.9863], [-2.8768, -3.5654, -1.3818], [3.4672, -0.7373, -1.7029], [4.7440, -0.9066, -3.8025], [4.4470, 0.7921, -5.5693], [2.8672, 2.6596, -5.2494], [1.5726, 2.8532, -3.1768], [4.2157, 2.4329, -0.6841], [5.4220, 4.4221, 0.1895], [4.3021, 5.8627, 1.8710], [2.0038, 5.3761, 2.6449], [0.7908, 3.3893, 1.7912]], "s2": 3.80, "e_homo_ev": [-19.0, -18.8], "total_energy_ha": -4465.069220, "spin_multiplicity": 4, "charge": 4, "relative_energy_kj_mol": 49.55}

***

{"formula": "C5H7NO", "method": "ωB97M-V/def2-TZVPD", "elements": ["C", "C", "C", "O", "C", "N", "C", "H", "H", "H", "H", "H", "H", "H"], "positions_angstrom": [[0.7355, 0.6137, 1.0542], [0.4042, 0.7833, -0.3965], [0.4997, -0.3872, -1.3549], [0.0066, -1.6243, -0.8121], [-1.0782, -1.6342, -0.0204], [-1.4915, -0.5293, 0.6090], [-0.7052, 0.6942, 0.6081], [1.1014, -0.3526, 1.3953], [1.1462, 1.4660, 1.5905], [0.6165, 1.7520, -0.8497], [1.5351, -0.5852, -1.6555], [-0.0834, -0.1630, -2.2578], [-1.4110, -1.6173, 1.2211], [-1.2761, 1.5840, 0.8687]], "e_homo_ev": -8.6, "total_energy_ha": -324.549245, "relative_energy_kj_mol": 460.05}

***

{"formula": "C4H5NO2", "method": "ωB97M-V/def2-TZVPD", "elements": ["C", "C", "C", "C", "H", "H", "H", "H", "H", "N", "O", "O"], "positions_angstrom": [[0.8131, 0.5714, -1.1618], [0.4258, -0.4391, -0.0170], [0.0004, 0.2772, 1.2444], [-0.9288, -1.0292, -0.4186], [0.5746, 1.7778, -1.0408], [1.1963, -1.2865, -0.1691], [0.8663, 0.1547, 2.0721], [0.0056, 1.3827, 1.0552], [-1.1658, -1.5882, -1.2615], [-1.8819, -0.4370, 0.3750], [1.5464, 0.3729, -2.1706], [-1.4520, 0.2434, 1.4926]], "e_homo_ev": -9.6, "smiles": "O=C[C@@H]1C=NOC1", "total_energy_ha": -360.488456, "relative_energy_kj_mol": 475.12}